Record 1
DFT (the ωB97M-V functional and the def2-TZVPD basis) results for a molecular structure, C31H46AuCl5OSi5.

Calculated values
LUMO: -0.95 eV
HOMO energy: -0.321 Eh
E: -5168.37905 Eh

Geometry as ORCA input:
```
! RIJCOSX wB97M-V def2-TZVPD def2/J DEFGRID3
* xyz 0 1
Au 0.15687 1.08798 -0.04179
Cl 0.36275 1.49101 3.09900
C -0.15852 2.89320 2.23353
C -0.44590 2.77807 0.87539
C -0.70786 3.94499 0.16982
Cl -0.84371 3.87873 -1.54943
C -0.77686 5.18259 0.80442
Cl -1.12418 6.60516 -0.09139
C -0.54054 5.26482 2.17638
Cl -0.61482 6.78179 2.97176
C -0.20844 4.11656 2.89140
Cl 0.14762 4.21764 4.56687
C 6.03935 0.13737 0.28441
C 4.81426 0.01904 -0.62700
C 4.76494 -1.38453 -1.23735
C 4.91780 1.05071 -1.75690
Si 3.24163 0.40630 0.36132
O 1.94915 0.32499 -0.62105
C 3.03761 -0.80064 1.80975
C 2.96436 -0.42387 3.15406
C 2.72200 -1.35233 4.15836
C 2.54711 -2.69080 3.84079
C 2.61164 -3.09201 2.51478
C 2.85150 -2.15721 1.51818
C 3.37356 2.19671 0.98616
C 4.05900 2.59912 2.13633
C 4.07584 3.92509 2.54910
C 3.42365 4.89462 1.79997
C 2.77721 4.53066 0.62835
C 2.75509 3.20025 0.23120
H 6.95212 -0.07990 -0.28088
H 5.98977 -0.56671 1.11918
H 6.13631 1.14549 0.69321
H 5.60940 -1.52128 -1.92181
H 3.84482 -1.54176 -1.80554
H 4.83668 -2.15726 -0.47111
H 5.79641 0.83815 -2.37582
H 5.02092 2.06430 -1.36459
H 4.03568 1.02361 -2.40016
H 3.07660 0.61637 3.42737
H 2.66800 -1.02775 5.19031
H 2.35859 -3.41651 4.62188
H 2.46631 -4.13353 2.25535
H 2.87294 -2.48922 0.48753
H 4.59459 1.86713 2.72928
H 4.60180 4.20283 3.45384
H 3.43344 5.92911 2.12003
H 2.29262 5.28490 0.01840
H 2.25228 2.93358 -0.69156
C -2.15350 -0.95035 3.39920
Si -3.03224 0.42801 2.48101
C -4.81545 -0.12777 2.26967
C -3.10922 2.01447 3.47816
Si -2.17234 0.70338 0.29533
Si -1.69769 -1.45981 -0.65347
C -0.46281 -2.38747 0.39112
C -1.02282 -1.27035 -2.39257
C -3.31045 -2.41964 -0.69877
Si -3.66363 1.85709 -1.13540
C -5.26963 0.88115 -1.20306
C -3.03356 1.86116 -2.90983
C -4.08706 3.56945 -0.48105
H -2.47274 -0.95249 4.44480
H -1.06680 -0.87487 3.37451
H -2.43592 -1.91311 2.96684
H -5.20018 -0.40164 3.25630
H -4.91911 -0.99666 1.61781
H -5.44944 0.67074 1.88485
H -3.79893 1.86400 4.31383
H -3.49397 2.84269 2.87842
H -2.14992 2.30534 3.89984
H 0.46135 -1.82650 0.51848
H -0.20596 -3.33341 -0.09550
H -0.85253 -2.61403 1.38469
H -0.09952 -0.68527 -2.40512
H -1.74204 -0.78680 -3.05516
H -0.78617 -2.25329 -2.80880
H -3.68911 -2.59679 0.30991
H -3.14883 -3.39496 -1.16540
H -4.07996 -1.90186 -1.27043
H -5.13165 -0.08736 -1.68338
H -5.97220 1.45274 -1.81808
H -5.73631 0.71996 -0.23407
H -3.42856 0.98748 -3.43248
H -1.94778 1.83464 -2.99139
H -3.39111 2.75044 -3.43464
H -5.02139 3.52043 0.08312
H -4.23339 4.26684 -1.30886
H -3.32879 3.98882 0.17725
*
```



Record 2
DFT (the ωB97M-V functional and the def2-TZVPD basis) results for a molecular structure, C31H46BrN3OP2Pb.

Calculated values
LUMO (alpha / beta): -8.34 / -8.17 eV
HOMO energy (alpha / beta): -0.474 / -0.474 Eh
E: -4897.22434 Eh

Geometry as ORCA input:
```
! RIJCOSX wB97M-V def2-TZVPD def2/J DEFGRID3
* xyz 2 1
N 2.85685 -1.12773 -7.37437
C 1.84264 -1.92991 -7.08230
C 0.76709 -1.49904 -6.30526
C 0.84223 -0.25262 -5.68390
C 1.86223 0.63063 -6.08012
C 2.88775 0.10556 -6.87864
C -0.00708 -0.03004 -4.49406
Pb -0.95147 1.95984 -4.20598
P -3.03455 3.34235 -0.73553
C 0.68854 0.74095 -3.44883
C 0.49007 0.33558 -2.04623
C 0.34416 1.35824 -1.10788
C 0.02065 1.05201 0.21028
C -0.16563 -0.30069 0.57120
C 0.17172 -1.32560 -0.31224
C 0.46658 -1.01848 -1.64303
Br -0.91379 -0.67409 2.25208
H -0.65621 -0.86308 -4.20533
H 1.59971 1.30569 -3.66220
H -0.08973 -2.12708 -6.14805
H 1.88483 1.66482 -5.71160
H 1.86912 -2.94383 -7.45470
H 3.74409 0.72641 -7.14063
H 0.39697 2.40035 -1.43644
H 0.63116 -1.81001 -2.37630
H -0.14411 1.84124 0.94083
H 0.10622 -2.35217 0.03142
P 2.08190 0.91794 2.24841
C -2.87500 1.71405 -1.55762
C -4.28947 1.24193 -1.89316
H -2.26595 1.00249 -0.98125
H -2.35046 1.96647 -2.48838
H -4.26920 0.27402 -2.40974
H -4.91252 1.14739 -0.99271
H -4.76716 1.97226 -2.56096
C -1.52477 4.34970 -0.51647
C -1.93933 5.66943 0.16979
H -1.09040 4.53394 -1.51189
H -0.79789 3.79192 0.08872
H -1.17145 6.43594 0.03579
H -2.87799 6.05355 -0.25373
H -2.09589 5.54241 1.24763
C -3.24048 2.78710 1.02301
C -4.57548 3.18819 1.66554
H -2.40776 3.22703 1.59217
H -3.10656 1.69483 1.05890
H -4.60005 2.84306 2.70813
H -4.70868 4.27811 1.68735
H -5.43380 2.74805 1.13946
C 2.34212 0.38733 3.99298
C 3.78100 0.26718 4.46046
H 1.79592 -0.56050 4.10741
H 1.80281 1.13093 4.59738
H 4.25184 -0.66335 4.14241
H 4.40712 1.09051 4.11412
H 3.80578 0.28812 5.55033
C 2.46553 2.72161 2.23253
C 2.84319 3.28711 0.86812
H 3.25310 2.88562 2.98492
H 1.54641 3.20069 2.61563
H 3.85797 2.99800 0.58739
H 2.16077 2.97017 0.07527
H 2.80763 4.37708 0.90947
C 3.46379 0.16520 1.31328
C 3.47095 -1.36009 1.30045
H 4.38237 0.58212 1.74663
H 3.36695 0.55062 0.28936
H 4.29426 -1.69375 0.65410
H 3.63316 -1.77646 2.30329
H 2.53437 -1.76991 0.89746
N -1.50819 -7.37084 4.78506
C -2.11687 -7.12469 3.57048
O -2.94721 -7.88549 3.08860
C -1.61442 -5.91017 2.84345
C -0.42334 -5.25251 3.17688
C 0.05348 -4.24275 2.32690
N -0.59617 -3.87636 1.21684
C -1.76167 -4.46041 0.91497
C -2.31155 -5.48593 1.70229
H -1.88864 -8.13918 5.32518
H -1.05766 -6.62396 5.29618
H 0.16233 -5.50056 4.06134
H 0.98919 -3.72556 2.54765
H -2.29018 -4.12093 0.02376
H -3.24782 -5.94800 1.40625
*
```



Record 3
DFT (the ωB97M-V functional and the def2-TZVPD basis) results for a molecular structure, C31H46CrF3O20S.

Calculated values
LUMO (alpha / beta): 1.68 / 1.56 eV
HOMO energy (alpha / beta): -0.218 / -0.247 Eh
E: -4455.98113 Eh

Geometry as ORCA input:
```
! RIJCOSX wB97M-V def2-TZVPD def2/J DEFGRID3
* xyz -1 5
Cr 2.08054 3.78091 -0.79933
C 4.55874 1.06220 0.99203
C 3.81854 2.19307 0.32569
O 3.03722 2.96401 0.98481
O 3.75060 2.26668 -0.88804
H 4.01525 0.60355 1.81808
H 5.45355 1.55457 1.37282
H 4.84478 0.22352 0.35730
C 0.13950 0.36765 1.39022
F 1.18306 -0.49644 1.44938
F -0.98480 -0.27162 1.67356
F 0.34126 1.43400 2.27343
S 0.07320 0.93269 -0.48766
O -1.34522 1.32040 -0.56751
O 0.98607 2.06354 -0.58499
O 0.47052 -0.18189 -1.31834
O 0.80310 4.71987 0.37775
H 0.04292 4.52202 0.95871
O 0.29737 -4.99891 2.28577
C 0.72863 -3.96422 2.71469
O 1.98627 -3.49766 2.56892
C 2.28278 -2.35387 3.41941
C 1.00036 -2.18396 4.23707
C -0.05770 -2.92029 3.49745
H 2.47509 -1.41183 2.90590
H 3.19297 -2.56716 3.97991
H 0.69719 -1.14932 4.39742
H 1.04005 -2.71312 5.18919
H -0.57073 -2.31707 2.74843
H -0.75745 -3.43762 4.15382
O 0.41005 -1.27110 -7.55160
C 0.81431 -0.65469 -6.56285
O 1.98889 -0.18338 -6.47357
C 2.16082 0.48939 -5.18452
C 0.99790 -0.03239 -4.31616
C -0.01890 -0.50036 -5.34939
H 2.01826 1.56767 -5.11313
H 3.05168 0.09894 -4.69256
H 0.65034 0.74313 -3.63360
H 1.34168 -0.80693 -3.63059
H -0.66848 0.36052 -5.50758
H -0.43849 -1.34183 -4.79805
O 4.73666 -3.15483 -3.75752
C 4.31808 -3.20568 -2.60014
O 4.08707 -4.35057 -1.97350
C 3.51035 -4.15688 -0.69178
C 3.04491 -2.70676 -0.67428
C 3.84055 -2.02102 -1.79177
H 4.15632 -4.42910 0.14292
H 2.60668 -4.76007 -0.60436
H 3.19832 -2.27206 0.31344
H 1.99686 -2.49635 -0.88740
H 4.77516 -1.54371 -1.49720
H 3.26614 -1.29236 -2.36379
O -4.30165 2.31608 4.80557
C -4.20325 1.83329 3.72201
O -5.12886 1.12590 3.20563
C -4.82983 0.56906 2.00559
C -3.66842 1.35044 1.48492
C -3.07002 1.96594 2.71132
H -5.66022 0.80775 1.34107
H -4.78160 -0.51956 1.97951
H -3.90202 2.07795 0.70758
H -2.95993 0.61643 1.10102
H -2.66359 2.93581 2.42451
H -2.16121 1.45929 3.03609
O -3.18299 0.60010 -5.55138
C -3.28065 1.12328 -4.43011
O -4.06846 0.62643 -3.44112
C -4.18794 1.31468 -2.18355
C -3.54437 2.66705 -2.54310
C -2.71600 2.46901 -3.86431
H -3.56509 0.79967 -1.45216
H -5.21666 1.34553 -1.82457
H -2.99479 3.02035 -1.67061
H -4.31151 3.44129 -2.55570
H -1.71893 2.07364 -3.67032
H -2.84404 3.21847 -4.64534
O 0.52973 5.88826 2.98074
C 0.59685 5.05766 3.87762
O 0.07417 3.83414 3.90824
C 0.38181 2.99150 5.03536
C 1.43432 3.84279 5.75072
C 1.30517 5.23812 5.16624
H 0.93604 2.09354 4.76224
H -0.50022 2.77208 5.63699
H 2.40252 3.34333 5.71548
H 1.15318 3.80686 6.80323
H 2.26465 5.75525 5.15806
H 0.66252 5.86396 5.78545
O -4.28475 -4.70071 -3.04807
C -3.17231 -4.29654 -2.60722
O -2.79611 -3.05220 -2.89777
C -1.73746 -2.66482 -2.07085
C -1.12059 -3.97669 -1.60735
C -2.17953 -5.03592 -1.63592
H -1.98673 -1.91521 -1.31982
H -0.99010 -2.19515 -2.71035
H -0.60530 -3.97794 -0.64685
H -0.34598 -4.23572 -2.32914
H -2.62484 -5.26951 -0.66884
H -1.86365 -6.02843 -1.95725
*
```



Record 4
DFT (the ωB97M-V functional and the def2-TZVPD basis) results for a molecular structure, C31H46FeP2.

Calculated values
LUMO (alpha / beta): -2.41 / -5.10 eV
HOMO energy (alpha / beta): -0.299 / -0.321 Eh
E: -3154.59123 Eh

Geometry as ORCA input:
```
! RIJCOSX wB97M-V def2-TZVPD def2/J DEFGRID3
* xyz 1 6
Fe -0.28358 -0.54779 -4.18737
C -0.84433 -1.80553 0.25882
C 0.37998 -1.97444 -0.42447
C 0.66158 -0.37612 1.22325
C -0.68174 -0.75291 1.22428
C 1.34773 -1.17817 0.23911
C -2.04956 -2.64857 0.12904
H -2.05132 -3.24237 -0.79327
H -2.98021 -2.07013 0.18434
H -2.04943 -3.34866 0.97251
C -1.70410 -0.25898 2.17450
H -2.68732 -0.67492 1.94031
H -1.74935 0.83337 2.12087
H -1.43581 -0.54907 3.19899
C 1.27817 0.56834 2.17969
H 1.00864 0.27783 3.20659
H 0.90440 1.58537 2.01089
H 2.36564 0.57632 2.09165
C 2.81298 -1.34531 0.18490
H 3.08092 -1.95165 1.06574
H 3.36733 -0.39760 0.25073
H 3.13554 -1.89901 -0.70294
C 0.69522 -3.05944 -1.38206
H 0.94842 -4.01119 -0.85726
H 1.54764 -2.76956 -2.01159
H -0.16485 -3.24143 -2.04140
C -1.38220 1.41750 -4.99316
C -1.76404 0.06880 -5.15245
C -1.03082 -0.92854 -6.07879
C 0.50667 -0.62392 -6.33303
C 1.23357 -0.18433 -5.08373
C 1.40303 1.26823 -4.65244
C 0.90430 2.33994 -5.66119
C -0.56098 2.19010 -6.00195
H -1.60419 -0.88144 -6.98994
H 0.60284 0.09323 -7.13399
H -1.14252 -1.97720 -5.72632
H -0.70133 1.77687 -7.01990
H -1.96957 2.09836 -4.33885
H -2.73737 -0.27213 -4.77561
H -1.00320 3.20416 -6.05226
H 1.05328 3.33796 -5.23327
H 2.48535 1.45941 -4.66092
H 1.50135 2.32488 -6.58257
H 0.98366 -1.55769 -6.66012
H 1.97632 -0.88475 -4.61810
P -2.12117 1.22062 -2.06302
C -3.56109 2.24240 -2.25063
C -2.56993 -0.52484 -2.17600
P 1.77881 1.19039 -1.68567
C 0.78656 1.50166 -3.25802
C 3.22400 0.33820 -2.42091
C 2.18475 2.92365 -1.41324
H -3.46941 2.95134 -1.42716
H -4.41672 1.57303 -2.13958
H -3.56464 2.74802 -3.21814
H -3.24523 -0.73844 -3.02554
H -3.09091 -0.73757 -1.25844
H -1.66333 -1.15185 -2.32656
H 2.19550 3.47562 -2.34652
H 3.15017 2.94550 -0.91356
H 1.40271 3.31061 -0.75804
H 0.38204 2.56809 -3.19127
H -0.19199 0.84395 -3.01200
H 4.01297 0.29823 -1.66423
H 3.62512 0.84942 -3.30019
H 2.97134 -0.69459 -2.70974
C -1.23484 1.63815 -0.65630
C -1.00142 2.44501 0.26423
C -0.97316 3.31330 1.37482
C -2.18720 3.62480 2.06275
C -2.19095 4.50149 3.15111
C -1.00785 5.09863 3.58949
C 0.17995 4.83929 2.90893
C 0.20747 3.96644 1.81874
H -3.11436 3.15676 1.70010
H -3.13446 4.71388 3.64568
H -1.02177 5.77665 4.42819
H 1.10177 5.32173 3.21890
H 1.14684 3.76844 1.28086
*
```



Record 5
DFT (the ωB97M-V functional and the def2-TZVPD basis) results for a molecular structure, C31H46IN4O4PS3SbTeTi.

Calculated values
LUMO (alpha / beta): 3.47 / 3.47 eV
HOMO energy (alpha / beta): -0.003 / -0.066 Eh
E: -4920.43187 Eh

Geometry as ORCA input:
```
! RIJCOSX wB97M-V def2-TZVPD def2/J DEFGRID3
* xyz -2 4
Ti 0.03184 1.38216 -2.04930
O 3.09917 3.13466 -3.81985
C 2.04945 3.02829 -3.00277
O 0.96319 2.54276 -3.45946
C 2.14500 3.36348 -1.64307
C 3.34843 3.82617 -1.04559
C 3.34603 4.10870 0.30096
C 2.17509 3.97646 1.03520
C 0.97616 3.50611 0.40312
N 0.99477 3.08555 -0.91904
C -0.25182 3.57738 1.10026
O -0.20158 3.74372 2.47347
O -1.41757 3.50898 0.63737
H 2.93685 2.48149 -4.55242
H 4.22816 3.92526 -1.66440
H 4.24918 4.45935 0.78899
H 2.16026 4.34305 2.05278
H 0.68497 3.49989 2.76104
S 2.58691 0.63969 -5.79292
Sb 1.41773 -0.73411 -4.34764
S 2.02621 0.02872 -2.05738
S -0.82646 0.17134 -4.00902
I -3.49721 5.51829 -5.39883
C -2.65978 4.49718 -3.81475
C -2.55610 4.93607 -2.50812
N -1.95012 3.96432 -1.82500
N -1.66493 2.92206 -2.60734
C -2.07162 3.22951 -3.83410
H -2.86256 5.85473 -2.03801
H -1.65365 3.90044 -0.80114
H -1.89989 2.53972 -4.64433
C 3.45837 -5.35140 3.11636
C 3.55115 -3.99905 2.46097
C 3.39005 -2.83162 3.19280
C 3.46387 -1.57586 2.59652
C 3.22562 -0.35747 3.44474
C 3.72890 -1.47263 1.22152
Te 3.79081 0.44137 0.31061
C 3.91346 -2.64542 0.47236
C 4.19506 -2.60051 -1.00149
C 3.81081 -3.88199 1.10223
H 3.03692 -5.27225 4.11951
H 4.44222 -5.82033 3.20532
H 2.82665 -6.02806 2.53745
H 3.17503 -2.89593 4.25605
H 4.11807 0.27106 3.49657
H 2.94382 -0.64265 4.46051
H 2.43625 0.26572 3.01509
H 3.29646 -2.32876 -1.56230
H 4.55366 -3.56789 -1.35663
H 4.93602 -1.83266 -1.23267
H 3.93898 -4.78096 0.50535
C -2.72387 -2.23713 -2.06048
C -1.86732 -2.28419 -0.78661
C -0.43632 -2.63839 -1.23195
C -2.40808 -3.41013 0.10498
P -1.84047 -0.56504 0.00380
N -0.91754 0.41335 -0.79962
C -3.60813 0.08457 0.08211
C -3.65040 1.28902 1.03146
C -3.98750 0.61170 -1.31153
C -4.65895 -0.92791 0.55199
C -1.15906 -0.73576 1.74708
C 0.13436 -1.55865 1.68671
C -2.10407 -1.35819 2.77957
C -0.72863 0.65466 2.22552
H -2.58823 -3.18744 -2.58589
H -2.39192 -1.44351 -2.73129
H -3.78746 -2.13433 -1.84827
H -0.49419 -3.35318 -2.05744
H 0.14603 -3.09873 -0.43544
H 0.10470 -1.76295 -1.58593
H -2.40790 -4.33119 -0.48719
H -3.43295 -3.23495 0.43873
H -1.78402 -3.59053 0.97979
H -2.88361 2.02682 0.79781
H -3.54945 0.99866 2.07784
H -4.62857 1.76879 0.92233
H -3.19202 1.22929 -1.72502
H -4.88701 1.22724 -1.21098
H -4.20441 -0.18189 -2.02163
H -4.42516 -1.35173 1.53095
H -4.80312 -1.74519 -0.15342
H -5.61562 -0.40264 0.64190
H -0.03220 -2.62173 1.52194
H 0.64507 -1.45986 2.64812
H 0.80732 -1.17774 0.91513
H -2.46702 -2.34521 2.48659
H -2.96403 -0.72231 2.99123
H -1.54929 -1.47666 3.71606
H -0.01514 1.08726 1.52424
H -0.23246 0.53698 3.19545
H -1.54965 1.35465 2.35181
*
```



Q: Number 3 is which compound?
A: C31H46CrF3O20S



Q: Among the records above, which one has the highest E?
A: C31H46FeP2